ORCA calculation (ωB97M-V with the def2-TZVPD basis set) on a molecular structure, C11H21N2O6PtS2 at a distorted geometry.

The geometry in XYZ format:
```
43
Properties=species:S:1:pos:R:3:mulliken_charge:R:1
Pt -0.01 -0.03 -0.68 1.200
O -3.56 1.20 1.71 -0.444
C -2.33 1.02 1.27 0.635
O -1.96 1.35 0.17 -0.573
C -1.45 0.43 2.36 -0.558
O -0.24 -0.12 1.89 -0.471
C -0.13 -1.52 2.06 -0.519
C -0.92 -2.34 0.94 0.695
O -1.11 -3.51 1.15 -0.610
O -1.28 -1.63 -0.04 -0.764
H -4.14 1.59 1.04 0.379
H -1.21 1.25 3.05 0.394
H -2.05 -0.32 2.90 0.438
H 0.93 -1.78 1.97 0.271
H -0.49 -1.86 3.04 0.434
C 4.20 -2.10 -0.82 -1.174
C 3.79 -0.66 -1.11 -0.381
S 2.67 -0.09 0.24 0.743
O 1.93 1.09 -0.36 -0.898
C 3.90 0.67 1.38 -0.576
C 4.48 1.96 0.84 -1.070
H 4.78 -2.50 -1.64 0.390
H 3.32 -2.72 -0.69 0.342
H 4.80 -2.17 0.08 0.297
H 3.19 -0.60 -2.02 0.305
H 4.65 0.00 -1.19 0.294
H 4.65 -0.09 1.55 0.405
H 3.35 0.84 2.30 0.383
H 5.16 1.78 0.01 0.299
H 5.04 2.46 1.63 0.392
H 3.68 2.61 0.50 0.262
S 0.01 -0.03 -3.08 -0.349
C -1.02 1.33 -2.88 -0.013
N -2.35 1.31 -2.93 -0.007
C -2.92 2.62 -2.65 -0.312
C -1.67 3.52 -2.54 -0.389
N -0.58 2.58 -2.76 0.030
H -2.90 0.47 -2.97 0.248
H -3.48 2.59 -1.72 0.085
H -3.59 2.93 -3.46 0.387
H -1.57 3.97 -1.55 0.241
H -1.65 4.31 -3.29 0.334
H 0.39 2.83 -2.72 0.227
```

Total charge: +1
Energy relative to the best compared isomer or geometry (same formula, charge and spin) (kJ/mol): 235.9
E_HOMO (spin up / spin down) (eV): -11.8 / -11.8
LUMO energy (spin up / spin down) (hartree): -0.172 / -0.172
Orbital gap (spin up / spin down) (eV): 7.133 / 7.134

ORCA calculation (ωB97M-V with the def2-TZVPD basis set) on 2 unconnected molecules or ions with the total composition C4H7NO2 at a distorted geometry.

The geometry in XYZ format:
```
14
Properties=species:S:1:pos:R:3:mulliken_charge:R:1
C -0.82 -1.49 0.10 -1.327
C -0.48 -0.16 -0.52 -0.250
C -1.28 2.11 0.95 0.036
O -2.09 1.71 1.64 -0.122
C 0.76 0.38 -0.48 0.256
O 1.03 1.68 -0.79 -0.522
N 1.90 -0.29 -0.11 -0.409
H -0.18 -1.70 0.96 0.356
H -1.85 -1.47 0.48 0.313
H -0.74 -2.33 -0.60 0.318
H -1.25 0.41 -1.02 0.571
H 0.30 2.21 -0.43 0.366
H 1.92 -1.29 -0.16 0.204
H 2.76 0.22 -0.01 0.209
```

Energy relative to the best compared isomer or geometry (same formula, charge and spin) (kJ/mol): 145.1
E_HOMO (eV): -7.7
LUMO energy (hartree): 0.036
Orbital gap (eV): 8.686

ORCA calculation (ωB97M-V with the def2-TZVPD basis set) on a molecular structure, C34H34AgF3N5O4S at a distorted geometry.

The geometry in XYZ format:
```
82
Properties=species:S:1:pos:R:3:mulliken_charge:R:1
Ag -0.16 -0.25 0.49 -0.569
C 0.15 5.23 -2.40 -1.305
C 0.38 6.04 -1.10 1.573
C 1.08 7.25 -1.18 -0.814
C 1.38 7.96 -0.03 -0.464
C 1.04 7.41 1.17 -0.689
C 0.31 6.19 1.22 0.055
C -0.02 5.50 0.10 -1.267
N -0.68 4.27 0.14 0.243
C -0.18 3.00 -0.19 0.193
N 1.17 2.98 0.09 0.086
C 2.11 1.90 -0.06 0.544
C 1.80 0.54 0.23 -0.923
C 2.92 -0.33 0.25 0.377
C 4.26 0.17 0.20 -0.828
C 4.48 1.53 -0.03 -0.507
C 3.44 2.41 -0.14 0.676
C 3.69 3.91 -0.35 -1.256
N -0.78 2.00 -0.69 -0.316
C -2.15 2.18 -1.00 -0.066
C -3.10 2.50 0.00 -0.024
C -4.42 2.80 -0.25 -0.672
C -4.83 2.68 -1.54 -0.483
C -3.91 2.33 -2.57 -0.942
C -2.59 2.09 -2.32 0.931
C -1.81 1.39 -3.38 -1.189
H 0.55 5.86 -3.16 0.505
H -0.93 5.08 -2.62 0.251
H 0.65 4.29 -2.36 0.292
H 1.45 7.57 -2.14 0.344
H 1.84 8.96 -0.08 0.354
H 1.32 7.92 2.13 0.323
H -0.03 5.77 2.15 0.449
H -1.65 4.41 0.18 0.344
H 1.51 3.81 0.60 0.295
H 2.81 -1.31 0.62 0.451
H 5.07 -0.50 0.40 0.427
H 5.50 1.94 -0.09 0.306
H 4.52 4.11 -1.16 0.358
H 3.99 4.49 0.53 0.269
H 2.83 4.34 -0.84 0.123
H -2.74 2.49 1.01 0.533
H -5.08 2.98 0.65 0.273
H -5.91 2.79 -1.78 0.296
H -4.38 2.19 -3.54 0.288
H -0.84 1.83 -3.70 0.212
H -2.46 1.38 -4.27 0.470
H -1.63 0.39 -2.96 0.173
F -2.38 -4.08 -1.36 -0.193
C -2.98 -2.92 -1.47 0.534
F -2.17 -2.17 -2.29 -0.263
F -4.13 -3.02 -2.16 -0.259
S -3.17 -2.06 0.16 0.992
O -4.02 -0.95 -0.11 -0.607
O -1.77 -1.68 0.43 -0.251
O -3.54 -3.08 1.11 -0.607
C -1.08 -4.70 2.23 -0.618
N -0.08 -5.66 2.65 0.179
N 1.11 -5.52 1.95 0.371
C 2.14 -6.15 2.65 0.717
O 3.21 -6.28 2.06 -0.725
C 1.52 -6.59 3.87 -1.314
C 0.20 -6.18 3.85 0.986
C -0.89 -6.28 4.86 -1.356
C 1.08 -5.34 0.56 -0.613
C 0.48 -6.27 -0.23 0.567
C 0.54 -6.22 -1.61 -0.692
C 1.32 -5.25 -2.20 -0.613
C 1.89 -4.25 -1.37 -0.312
C 1.85 -4.30 0.02 -0.580
H -1.11 -4.58 1.15 0.044
H -0.81 -3.71 2.68 0.289
H -2.14 -4.94 2.61 0.260
H 2.06 -7.19 4.62 0.357
H -0.57 -6.76 5.76 0.370
H -1.75 -6.83 4.44 0.299
H -1.27 -5.31 5.13 0.313
H 0.10 -7.09 0.36 0.412
H 0.02 -6.97 -2.24 0.338
H 1.48 -5.14 -3.26 0.387
H 2.58 -3.42 -1.68 0.318
H 2.31 -3.55 0.62 0.566
```

Total charge: -1
Energy relative to the best compared isomer or geometry (same formula, charge and spin) (kJ/mol): 159.2
E_HOMO (eV): -4.7
LUMO energy (hartree): 0.088
Orbital gap (eV): 7.115